The following is a quantum chemistry calculation of a molecular structure, C12H24ClLi3O7 in a non-equilibrium geometry, from the OMol25 dataset.

The geometry in XYZ format:
```
47
Properties=species:S:1:pos:R:3:forces:R:3
H 9.474 12.922 7.714 -0.29 0.21 0.25
H 6.929 10.234 10.181 0.05 0.08 -0.05
C 6.481 10.020 9.210 -0.17 -0.41 1.29
H 5.146 12.553 12.808 -0.30 0.36 0.07
H 5.419 10.254 9.278 -0.10 0.08 0.13
H 12.835 14.702 8.481 -0.13 -0.03 0.22
H 11.437 16.362 8.379 -1.36 0.07 0.50
H 12.019 12.508 8.058 0.35 0.13 -0.08
O 7.146 9.853 6.988 0.36 1.30 -0.59
C 7.095 10.797 8.055 -0.80 -0.74 0.89
H 10.182 13.715 9.170 0.33 -0.53 0.13
H 4.968 10.299 12.311 0.22 -0.08 -0.32
H 6.662 7.864 6.771 0.12 0.29 -0.36
C 6.599 8.566 8.794 -0.17 -0.23 0.36
C 11.549 13.302 7.476 1.16 -0.26 0.27
O 7.781 13.394 10.591 -0.24 0.29 -0.32
H 6.771 10.493 12.423 -0.13 -0.38 -0.08
O 6.882 14.332 8.572 0.75 0.49 -0.75
C 5.820 10.519 12.955 0.38 0.73 0.29
C 6.339 8.749 7.320 0.44 -1.37 0.25
C 11.162 15.693 7.564 2.09 -0.40 -1.08
O 4.808 11.741 14.697 -0.34 0.66 0.11
C 10.224 13.621 8.085 -0.19 -0.74 -0.32
H 3.520 10.042 14.434 -0.09 0.47 -0.66
O 9.956 14.905 7.574 -1.64 2.89 -0.48
Li 7.566 16.035 12.570 -0.12 -0.29 -0.48
O 6.858 15.510 10.533 0.31 4.10 2.41
Cl 6.773 14.212 10.009 2.67 -2.89 -2.06
H 11.329 16.252 6.643 -1.14 0.17 -0.15
H 6.499 9.736 14.912 0.27 0.18 -0.27
C 12.275 14.662 7.547 1.12 -1.13 0.93
H 5.278 8.893 7.120 -0.16 0.32 -0.08
H 5.917 7.873 9.287 -0.27 0.26 0.00
C 5.679 9.673 14.197 -0.45 -0.79 0.15
C 5.628 11.927 13.559 -0.33 -0.95 -0.92
Li 3.846 15.051 9.448 0.33 -0.63 0.22
C 4.484 10.360 14.832 0.66 -0.84 0.91
H 6.380 11.611 7.931 0.25 0.42 -0.98
H 4.422 10.067 15.880 0.08 0.54 0.22
H 8.062 11.198 8.360 0.28 -0.16 -0.61
H 5.499 8.614 14.017 -0.02 0.03 -0.17
H 6.606 12.362 13.761 0.08 0.13 0.65
H 13.064 14.833 6.815 -0.45 -0.13 -0.40
H 7.591 8.156 8.988 0.19 0.17 -0.26
Li 8.166 15.694 7.215 0.51 -0.81 0.36
H 11.488 12.938 6.450 -0.39 0.08 0.03
O 5.503 13.686 10.245 -3.68 -0.67 0.82
```
Positions in Å, forces in eV/Å.

2S+1: 1
Calculated total energy (Eh): -1480.319274
Total charge: +2
LUMO (eV): -7.16
Frontier orbital gap (eV): 6.58
Maximum force (Eh/bohr): 0.0926
Energy above the lowest of the compared OMol25 structures with the same formula, charge and spin (kJ/mol): 52.5